# C6H9F2N2O

A cluster of 2 separate species, C6H9F2N2O in total at a distorted geometry (the ωB97M-V functional and the def2-TZVPD basis, OMol25).

E_HOMO = -13.23 eV
charge = +1
electronic energy = -618.04720 Ha
ΔE to the lowest compared entry with this formula, charge and spin = 113.73 kcal/mol

Last column: natural (NBO) charge in e.
Atoms and positions in Å:
1 C 1.88266 2.41367 1.16563  -0.344
2 C -1.96942 0.17950 -0.43260  -0.195
3 C 1.09714 2.42654 0.30987  0.363
4 C -2.99967 0.21232 0.31630  0.318
5 C 0.24085 -0.72207 -0.46058  0.728
6 C 1.26717 -1.77494 1.38669  -0.296
7 N -0.87589 -0.51784 -0.01594  -0.437
8 N 0.69570 -0.31866 -1.95476  -0.789
9 O 1.36357 -1.12917 0.10583  -0.487
10 F 0.41391 2.42587 -0.77796  -0.288
11 F -4.16667 0.61642 -0.17795  -0.304
12 H 2.49496 2.49972 2.09657  0.275
13 H -1.99601 0.72936 -1.31870  0.200
14 H -3.25216 -0.40876 1.25412  0.204
15 H 0.50850 -2.60858 1.36441  0.211
16 H 0.60430 -1.17492 2.13630  0.218
17 H 2.20534 -2.10617 1.84211  0.242
18 H -0.05114 -0.49856 -2.70426  0.461
19 H 1.61379 -0.88422 -2.23385  0.477
20 H 0.92307 0.64049 -1.90120  0.445

Cartesian forces, eV/Å:
C 3.128 0.219 4.622
C 2.202 -0.247 -0.996
C -1.738 0.066 -2.721
C -4.824 -2.671 3.241
C 0.706 0.394 -0.892
C -3.738 -0.194 2.422
N 1.132 -0.289 1.024
N 0.622 -3.437 -0.843
O 0.264 -0.657 -0.178
F -0.491 -0.052 -0.301
F 0.048 1.027 -0.078
H -0.910 -0.234 -1.596
H 0.131 0.695 -1.628
H 1.227 1.299 -1.265
H 1.262 0.136 -0.759
H 1.863 -0.045 -1.247
H -0.066 0.508 -0.821
H 1.232 0.380 1.483
H -2.412 1.456 0.819
H 0.361 1.645 -0.284